(1)
Here is a molecular structure, C48H45N5P2S5Se2Ti in a non-equilibrium geometry from the Open Molecules 2025 dataset. Energies are from ωB97M-V with the def2-TZVPD basis set.

```
108
Properties=species:S:1:pos:R:3:forces:R:3:mulliken_charge:R:1
Se -4.43121 2.41291 2.22594 0.0 -0.3 -0.3 -0.3030
Se 0.68094 -1.75229 -1.98817 0.4 0.3 0.0 -0.5689
Ti 1.66785 -0.49577 0.13757 1.1 -0.5 -0.2 -0.2292
S 2.06745 -2.93169 1.04085 0.0 0.1 -0.2 0.3986
S 4.12034 -2.66958 3.63717 0.1 0.2 0.0 -0.2416
S 2.10889 1.38005 -1.58802 -0.4 -0.7 0.2 -0.2685
S 4.31243 -1.82724 -0.38092 -0.2 0.0 -0.2 -0.0884
S 0.53297 -1.56076 3.26188 0.0 -0.1 0.0 0.2481
P -3.96218 1.38993 0.44947 -0.6 0.5 0.6 0.1271
P -1.33510 -1.03059 -1.63553 -0.7 0.1 0.1 0.8614
N -1.48344 1.38673 1.55370 0.3 0.2 0.1 -0.7933
N -0.26388 0.99363 1.50897 -0.3 0.4 0.4 -0.2137
N 4.74798 1.07077 -1.93554 0.1 0.4 0.0 0.1817
N 3.94932 7.16617 5.78736 0.0 0.0 0.0 -0.4127
N -0.11014 0.16616 0.46781 -0.7 -0.3 -0.5 1.4868
C -2.46037 -3.44303 -2.28195 0.0 0.0 0.0 -0.9210
C 6.29678 2.76906 -2.44477 0.0 0.1 0.0 -0.7654
C -3.03723 -0.55507 -3.80280 0.0 -0.1 0.0 -0.5810
C -3.40900 0.14576 -4.93885 -0.1 0.0 -0.1 -0.7070
C -1.94103 -0.12020 -3.06396 0.1 -0.2 0.3 1.1245
C -2.68354 1.25583 -5.34062 0.0 0.0 0.0 -0.6781
C 4.99068 -1.62780 2.40273 -0.2 -0.3 0.2 0.6693
C -1.59405 1.68925 -4.59630 0.0 0.1 0.0 -0.7542
C 2.93899 1.70088 1.93102 0.2 -0.2 0.0 0.7161
C -3.05881 3.41771 -1.15246 0.0 -0.1 -0.1 -0.5606
C 1.63137 -2.00125 4.67064 -0.1 0.1 -0.3 -1.1037
C -3.16486 4.39795 -2.12361 0.1 0.0 0.0 -0.7423
C -2.20112 0.85202 0.52276 0.5 -0.6 -0.6 0.6148
C 4.53667 4.72279 3.36348 0.0 0.1 0.1 -0.8533
C -5.50896 -0.74968 1.25167 0.0 -0.1 0.0 -0.5402
C 3.71151 1.93243 -1.83542 0.2 0.1 0.2 0.8095
C 0.96148 -4.00787 2.00251 -0.1 0.2 -0.1 -1.1212
C -4.29198 4.45290 -2.93144 0.0 0.0 -0.1 -0.5702
C 2.60988 -4.05882 -0.28400 -0.2 0.2 0.3 -0.8804
C 2.74564 0.68735 1.27207 0.2 0.0 -0.1 0.2733
C 2.19304 3.23099 3.66015 0.0 -0.1 -0.1 -0.3592
C -5.24044 2.57961 -1.75933 0.0 0.0 0.0 -0.0425
C -3.39013 -3.95561 0.29122 0.0 -0.1 0.0 -1.3425
C -3.54735 -4.89956 -0.71368 0.0 0.0 0.0 -0.6712
C -4.97127 -0.09216 0.14916 0.3 0.2 -0.1 0.4274
C 5.25910 3.70708 -2.34333 0.0 -0.1 0.0 -0.2826
C -0.10992 -3.16386 2.66690 0.3 0.3 0.3 0.2153
C -6.33199 -1.84987 1.06229 0.0 0.0 0.0 -0.8521
C -2.77354 -2.74531 0.01709 -0.1 0.1 -0.1 -0.7095
C -4.08686 2.49056 -0.98668 0.2 -0.2 0.1 0.5780
C 3.16934 2.84719 2.73123 -0.2 0.2 0.1 0.3531
C 3.98350 3.29330 -2.04124 0.0 -0.1 0.0 -0.9222
C -5.33050 3.55472 -2.74161 -0.1 0.0 0.0 -0.8022
C -5.26094 -0.53445 -1.14048 0.1 0.0 0.1 0.0265
C 5.26247 -2.40214 1.10504 -0.1 0.1 0.0 -0.9038
C -2.31999 -2.48961 -1.27258 0.1 0.2 -0.1 1.3132
C 4.33888 3.60135 2.58559 0.0 -0.1 -0.1 -0.4152
C 3.56507 5.09850 4.29353 -0.1 -0.3 -0.2 0.6066
C -1.22348 1.00786 -3.45312 0.0 0.0 -0.1 -0.3751
C -1.31508 0.03854 -0.19007 -0.3 0.4 0.3 -1.0731
C -6.09727 -1.62416 -1.32220 0.0 -0.1 -0.1 -1.0150
C -3.08872 -4.64357 -2.00012 0.0 0.0 0.0 -0.9690
C 3.72307 -3.39628 -1.10283 0.1 0.3 0.2 -1.0590
C 3.04965 -1.45809 4.48618 0.1 -0.2 -0.1 0.3192
C -6.63192 -2.28117 -0.22369 0.0 0.0 0.0 -0.6632
C 2.39288 4.35337 4.43650 0.1 0.1 0.1 -0.8134
C 3.77559 6.24987 5.11710 0.1 0.2 0.2 -0.1732
C 6.01018 1.45503 -2.22911 0.1 0.0 0.0 -0.1270
H -6.22719 3.62710 -3.34309 0.0 0.0 0.0 0.4533
H 5.47231 4.75574 -2.50207 -0.1 0.0 0.0 0.4665
H 3.16235 3.98878 -1.95124 0.0 0.0 0.0 0.5134
H 5.01744 -3.45615 1.23399 0.0 0.0 -0.1 0.4145
H 4.56953 0.08756 -1.77686 0.0 -0.1 0.0 -0.0232
H 3.36317 -3.12356 -2.09420 0.1 0.0 0.0 0.3337
H -2.37722 5.13165 -2.23841 0.0 0.0 0.0 0.4443
H 6.30767 -2.32190 0.81556 0.0 0.0 0.0 0.6009
H 0.54386 -4.75783 1.33182 -0.1 0.0 0.1 0.6558
H -0.55848 -3.69207 3.50735 -0.1 -0.1 -0.1 0.6561
H -0.88760 -2.89921 1.95175 0.0 0.0 0.0 -0.8268
H -5.30032 -0.38133 2.24886 0.0 0.1 0.0 0.3816
H 7.30248 3.07327 -2.69172 0.0 0.0 0.0 0.4594
H 6.75702 0.67655 -2.28801 -0.1 -0.1 0.0 0.4885
H 1.59923 -4.47992 2.75022 0.1 -0.1 -0.1 0.4191
H -6.07222 1.90978 -1.58323 0.0 0.0 0.0 0.5538
H -2.06026 -3.25169 -3.27129 0.0 -0.1 0.0 0.6058
H -4.84991 -0.00989 -1.99423 -0.1 -0.1 0.0 0.7173
H -3.20894 -5.38585 -2.77767 0.0 0.0 0.0 0.4932
H 1.62588 -3.08472 4.78367 0.0 0.0 0.1 0.4427
H -6.34298 -1.95593 -2.32346 0.0 0.0 0.0 0.4849
H 1.17608 -1.55393 5.55239 0.0 -0.1 0.0 0.5132
H 1.65021 4.66922 5.15586 0.0 0.0 0.0 0.4838
H 3.50074 -1.24085 5.45289 -0.1 0.1 0.0 0.5385
H 1.75447 -4.29426 -0.91647 0.0 -0.1 0.0 0.4698
H 5.92533 -1.30032 2.85255 0.1 0.0 -0.2 0.5861
H -2.19584 3.38915 -0.49666 0.0 0.0 0.0 0.4322
H -4.02099 -5.84684 -0.49196 0.0 0.0 0.0 0.5068
H -2.65765 -2.00345 0.79784 -0.1 0.0 0.0 0.9692
H 5.43384 5.31682 3.26030 0.0 0.0 0.0 0.4737
H -0.37366 1.34537 -2.87724 0.1 0.0 0.0 0.0719
H -1.03358 2.56071 -4.90711 0.0 0.0 0.0 0.4811
H 5.08364 3.29528 1.86290 0.0 0.0 0.0 0.5485
H 4.59235 -4.03969 -1.21955 -0.1 -0.1 0.0 0.5243
H -2.96518 1.78635 -6.24048 0.0 0.0 0.0 0.4498
H -6.76199 -2.35465 1.91733 0.0 0.0 0.0 0.4720
H 2.95808 -4.96292 0.21311 0.0 0.0 0.0 0.6261
H -3.58882 -1.43594 -3.50042 0.0 0.1 0.0 0.3856
H -4.26237 -0.18208 -5.51713 0.0 0.0 0.0 0.4819
H 3.03051 -0.54507 3.89255 0.0 0.1 0.1 -0.5376
H 4.37206 -0.75853 2.20873 0.0 0.1 0.0 -1.1573
H -4.36792 5.20979 -3.70166 0.0 0.0 0.0 0.4456
H 1.28555 2.64846 3.75053 0.0 0.0 0.0 0.5709
H -7.29479 -3.12422 -0.37075 0.0 0.0 0.0 0.4554
H -3.75344 -4.15962 1.28950 0.0 0.0 0.0 0.5925
```
Positions in Å, forces in eV/Å.

Results
Charge: +2
2S+1: 1

(2)
Here is a molecular structure, C18H54O9S9Y in a non-equilibrium geometry from the Open Molecules 2025 dataset. Energies are from ωB97M-V with the def2-TZVPD basis set.

```
91
Properties=species:S:1:pos:R:3:forces:R:3:mulliken_charge:R:1
Y 0.08750 -0.01527 0.26315 -0.9 -1.5 0.7 -0.5693
S 0.10930 -3.19232 2.37312 0.1 0.3 -1.6 0.2740
S -3.06052 -1.29241 -1.22574 0.5 -1.8 1.2 0.5052
S -0.15976 0.12325 -3.54024 -2.9 1.5 0.5 0.3951
S -2.14772 2.90517 0.03358 -0.5 -0.9 -1.8 0.4239
S -2.71828 0.11217 2.85363 3.5 0.2 -0.1 0.4039
S 3.28674 -0.74139 2.10949 0.9 1.2 -1.6 0.2232
S 0.16902 3.00729 2.45323 3.6 -1.8 0.3 0.2737
S 1.96735 -2.83229 -1.51990 -2.0 0.6 0.8 0.2849
S 2.81634 1.66928 -1.13548 1.3 0.1 -1.4 0.6089
O 0.24990 -2.13933 1.27488 0.0 -1.3 1.3 -0.1153
O -1.45117 1.58803 -0.28369 -1.0 1.7 -0.3 -0.0371
O -1.86290 -1.22759 -0.24841 -2.4 -0.5 -0.9 -0.2824
O -0.37842 -0.16723 -2.05423 -0.4 0.1 -2.9 0.4396
O 2.12125 -0.27496 1.25288 1.6 0.1 1.5 -0.4670
O 1.37506 1.32195 -0.83460 1.7 2.5 -1.5 0.2402
O 1.37893 -1.54373 -0.94949 1.7 -1.4 -1.3 0.1113
O 0.58833 1.73128 1.67669 -0.6 2.3 1.4 -0.1757
O -1.35270 -0.01761 2.05721 -3.1 0.2 2.5 -0.1911
C 1.21427 4.25149 1.55808 -0.9 -0.4 0.4 -0.5366
C -1.16545 -4.27776 1.61962 0.0 -0.7 -0.2 -0.4314
C -1.62031 4.18679 -1.17697 -1.0 -0.4 -1.5 -1.0645
C 3.00605 1.52386 -2.98564 -0.4 0.4 0.9 -0.8454
C 0.44559 -3.73417 -2.13416 0.9 -0.3 -0.9 0.0074
C -4.61539 -1.23835 -0.27209 0.4 0.9 0.9 -0.8021
C -1.06506 1.76713 -3.79322 1.2 -0.3 0.4 -0.8125
C -1.57823 -0.72059 -4.41693 0.9 -0.9 0.2 -1.0067
C 2.75292 -2.42885 -3.10578 -0.4 0.0 0.4 -0.8847
C 1.28741 2.89699 3.98257 -0.8 1.3 0.6 -1.2437
C -3.15211 -3.14083 -1.48572 0.4 0.9 -0.4 -0.7902
C 1.65478 -4.21589 2.18665 -0.8 -0.1 -0.5 -0.7887
C -2.96539 -1.46936 3.67165 -0.8 -0.7 -0.7 -0.9225
C 4.26342 0.80775 2.50619 -1.0 0.1 0.1 -0.4800
C 3.20078 3.50044 -1.08940 -0.8 -0.7 0.9 -1.0634
C -3.91599 2.74811 -0.63000 0.7 1.1 1.2 -1.1130
C -2.22922 1.01096 4.38571 0.3 -0.4 0.1 -1.0978
C 4.42329 -1.33149 0.78314 0.3 -0.5 0.3 -0.6225
H -1.47535 -5.13173 2.22193 0.4 0.0 0.3 0.5959
H -2.87701 -3.59521 -0.53391 0.1 0.2 -0.2 0.0445
H 2.54517 -3.61009 2.35489 -0.4 0.2 0.5 0.2522
H -1.17826 -1.73189 -4.49040 -0.6 -0.4 0.2 0.2641
H -4.10942 2.42540 -1.65302 0.6 -0.2 0.1 0.3263
H 4.19019 3.77416 -1.45582 0.0 -0.7 -0.3 0.4914
H 0.76242 -4.66613 -2.60232 0.3 0.0 -0.1 0.6354
H -2.48436 -0.62134 -3.81930 0.3 -0.2 0.2 0.2448
H 1.02555 3.90338 0.54254 -0.1 0.5 -0.1 -0.2517
H 4.52686 1.26789 1.55384 -0.1 0.0 0.1 0.2039
H 3.47435 -1.62868 -2.94030 0.0 -0.1 0.3 0.2663
H -4.41893 -1.66671 0.71077 0.0 -0.3 -0.1 0.1768
H -0.42847 2.56565 -3.41216 0.0 -0.1 0.1 0.1692
H 5.46981 -1.03416 0.85006 -0.1 0.1 0.6 0.4754
H 2.55258 0.56692 -3.24399 0.2 0.2 -0.1 -0.0516
H -2.38869 -3.28052 -2.25108 0.0 -0.4 0.2 0.1025
H 1.62310 -5.09139 2.83521 0.0 0.2 0.1 0.4841
H -0.83073 -4.65354 0.65274 0.5 0.0 0.1 0.1369
H 3.21523 3.69925 -0.01778 -0.1 0.3 -0.2 0.1137
H 4.04691 1.62708 -3.29232 0.1 -0.4 0.4 0.4845
H -4.09928 -3.55758 -1.82822 -0.1 0.5 -0.1 0.5500
H -2.32705 5.00664 -1.04863 0.7 0.5 0.6 0.5074
H -2.11490 -1.98298 4.11993 0.3 0.6 -0.1 0.3202
H -0.01479 -3.13059 -2.91638 0.0 0.2 0.2 -0.3001
H 3.56895 1.43630 3.06362 -0.2 0.0 -0.3 -0.0875
H -3.34521 -2.09145 2.86118 0.1 -0.2 -0.1 0.1033
H 5.12624 0.76298 3.17076 0.1 -0.9 -0.2 0.4634
H -4.85224 -0.19318 -0.07301 0.0 0.1 -0.2 0.1337
H -1.34008 0.51176 4.77084 0.0 -0.3 -0.2 0.3004
H -4.26707 3.77425 -0.52101 -0.1 0.2 -0.2 0.5866
H -0.30664 -4.04906 -1.41091 0.5 0.7 0.5 -0.1807
H 0.86959 5.26508 1.76283 0.0 0.0 -0.2 0.4746
H 3.31416 -3.31165 -3.41198 -0.3 0.0 -0.3 0.4888
H 2.43712 4.07889 -1.60930 0.0 -0.1 0.1 0.3500
H 4.08280 -0.94618 -0.17796 -0.5 0.0 0.3 -0.0219
H -3.79976 -1.43764 4.37232 0.1 0.4 0.1 0.5423
H 1.14468 2.05048 4.65426 -0.1 -0.5 -0.8 0.4357
H -1.85293 -0.47297 -5.44227 0.7 0.7 0.0 0.4670
H 4.38059 -2.42035 0.80897 0.0 0.0 -0.2 0.3181
H 1.74000 -4.54425 1.15080 -0.4 0.0 -0.1 0.1965
H -1.28296 1.97307 -4.84118 0.0 -0.3 0.0 0.5755
H 2.50935 2.36741 -3.46503 -0.4 -0.2 0.1 0.4309
H -2.99688 0.90260 5.15191 -0.2 0.1 -0.2 0.4796
H -1.87198 3.93574 -2.20736 -0.6 -0.9 0.0 0.3026
H 2.33921 3.13984 3.83141 -0.1 -0.6 -0.8 0.3075
H -5.48489 -1.70884 -0.73111 0.4 -0.1 -0.3 0.4788
H -0.57895 4.41111 -1.40792 0.2 0.2 1.5 0.2128
H 1.02047 3.70562 4.66297 -0.5 0.5 -0.2 0.4738
H -4.49005 2.21545 0.12817 0.2 -0.4 -0.2 0.2865
H 2.00431 -2.07010 -3.81217 0.1 -0.3 -0.2 0.2298
H 2.27712 4.13972 1.77245 -0.3 -0.1 0.3 0.3362
H -1.95989 1.67301 -3.17800 0.1 -0.1 -0.1 0.0596
H -1.94079 2.05515 4.26490 -0.5 0.0 -0.5 0.3124
H -2.08881 -3.75714 1.36573 0.3 0.8 0.6 -0.1456
```
Positions in Å, forces in eV/Å.

Results
Charge: +3
2S+1: 1

(3)
Here is a molecular structure, C18H30ClN3O6Ti in a non-equilibrium geometry from the Open Molecules 2025 dataset. Energies are from ωB97M-V with the def2-TZVPD basis set.

```
59
Properties=species:S:1:pos:R:3:forces:R:3:mulliken_charge:R:1
Ti -0.17241 -0.61191 -1.50657 -1.8 0.7 0.1 0.0092
Cl -0.90973 0.72877 -3.32502 0.1 -0.1 0.1 -0.4752
O 0.82208 1.25889 1.91007 0.0 -0.1 0.0 0.1717
O -1.69797 -1.45733 -1.27217 0.4 -0.1 -0.1 -0.3470
O -1.75604 -1.17461 1.40975 0.1 0.0 0.0 -0.1904
O -1.99810 1.23528 -0.01819 0.0 0.0 0.0 0.4370
O 1.79157 0.01934 -1.25626 -0.1 0.0 -0.2 -0.1249
O 0.11922 2.05457 -0.95269 0.2 -0.2 0.2 0.3993
N 3.88023 -4.92600 -1.59880 0.1 0.1 -0.1 -0.5215
N -0.27422 -6.35214 -0.58584 -0.1 0.0 0.0 -0.5028
N 0.73893 -2.12449 -0.31433 -0.2 -0.1 -0.1 0.6528
C 0.79914 3.66672 2.20865 0.0 -0.1 0.0 -1.3420
C -2.79225 -0.25199 1.64779 -0.2 0.0 0.0 -0.8245
C 2.32546 1.33381 -1.04677 0.2 0.0 0.2 -0.5189
C 0.02478 2.36162 2.31381 0.1 0.1 -0.1 0.0553
C -3.16867 0.60411 0.44863 0.0 0.0 0.1 -0.6483
C -2.25330 2.33768 -0.86303 -0.1 0.0 -0.1 -1.0034
C 1.09937 -3.21771 -0.52498 -0.1 0.2 0.1 0.5044
C 1.48539 -4.49970 -0.78913 -0.1 0.4 0.0 -0.3033
C 1.36599 2.40643 -1.50520 0.1 0.0 -0.1 -0.8612
C 2.80427 -4.73469 -1.23577 0.2 -0.2 0.0 0.0150
C 2.06850 -0.63120 -2.52306 0.6 -0.7 -1.2 -0.2716
C 2.20816 -0.59495 2.47875 -0.1 -0.1 0.0 -0.9478
C -0.91177 2.98698 -1.21249 0.0 0.1 0.0 -0.9695
C -2.47110 -2.40890 -0.59996 -0.2 -0.1 0.0 -0.5561
C -2.14831 -2.42904 0.89925 -0.1 -0.1 0.1 -0.6622
C 0.51685 -5.52010 -0.67564 0.0 -0.3 0.0 0.0497
C 1.37127 0.54634 3.00613 0.1 0.1 0.1 -0.5062
C 0.86299 -1.48355 -3.00584 1.2 0.4 -0.3 -0.8372
H 1.98458 1.22389 3.61904 0.0 -0.1 0.0 0.3320
H -2.43057 0.40532 2.44341 0.0 0.0 -0.1 0.2983
H 2.20369 0.12929 -3.29629 0.3 0.1 0.4 0.4815
H -2.89646 3.06118 -0.34488 0.0 0.0 0.0 0.3852
H -3.02551 -2.80772 1.44223 0.1 0.0 0.0 0.4609
H -0.32737 2.21051 3.34109 0.0 0.0 0.0 0.5707
H 1.72219 3.37100 -1.11409 -0.1 -0.1 0.0 0.4830
H 0.55677 0.17175 3.64054 0.0 0.0 0.0 0.3266
H -2.76219 2.00429 -1.77328 0.0 0.0 0.1 0.4510
H 1.01945 3.89162 1.16539 0.0 0.0 0.0 0.1650
H 0.79065 -1.12992 -4.02478 -0.9 -0.4 -0.1 0.5559
H 3.08328 -0.22629 1.94310 0.0 0.0 0.0 0.2848
H -3.63401 0.02779 -0.35813 0.0 0.0 0.0 0.1623
H 2.94998 -1.27428 -2.45402 0.1 0.4 0.4 0.3649
H 1.03385 -2.55484 -2.97579 0.0 0.0 0.2 0.3362
H -2.27248 -3.39909 -1.02452 -0.1 0.0 0.0 0.4471
H -1.31459 -3.10171 1.09462 0.0 0.1 0.0 0.2147
H 0.23267 4.49995 2.62552 -0.1 0.0 0.0 0.3679
H 2.44493 1.39212 0.03521 0.0 0.1 -0.1 0.0596
H 1.74419 3.59818 2.74773 0.0 0.0 0.0 0.3763
H 1.61991 -1.21563 1.80012 0.0 0.1 0.1 -0.1011
H -0.90767 3.26361 -2.27140 0.0 0.0 0.1 0.4340
H -3.89906 1.35254 0.78978 0.0 0.0 0.0 0.5261
H 2.55764 -1.21600 3.30317 0.0 0.0 0.0 0.4360
H -0.84607 2.37336 1.65775 0.0 0.0 0.0 -0.3561
H 1.29668 2.48204 -2.59841 -0.1 -0.1 0.1 0.3327
H -0.72983 3.88395 -0.60827 0.0 0.0 0.0 0.4984
H -3.69437 -0.76451 2.01228 0.0 0.0 0.0 0.4536
H 3.29565 1.39935 -1.54576 -0.1 0.1 0.0 0.4294
H -3.52627 -2.17398 -0.78244 0.1 0.0 0.0 0.3427
```
Positions in Å, forces in eV/Å.

Results
2S+1: 1

no.,HOMO energy (hartree),HOMO-LUMO gap (eV),LUMO level (eV)
1,-0.4205,4.601,-6.84
2,-0.5885,10.018,-6.00
3,-0.3100,7.887,-0.55